Entry 1:
Formula: C6H15BNO6S
Source: the OMol25 dataset
Level of theory: ωB97M-V/def2-TZVPD

Geometry (Å):
C  -4.322  0.206  -1.536
O  -2.095  0.419  -2.241
H  5.786  -0.590  1.774
H  -3.647  0.633  -3.560
O  -1.517  -1.228  -0.454
H  2.534  -1.789  -0.325
O  4.067  -1.927  1.081
H  2.016  -2.235  1.577
H  0.786  -0.461  -0.312
C  -3.402  0.911  -2.529
C  2.650  -1.578  0.845
H  2.187  0.294  2.342
H  -0.237  1.756  -0.292
H  -0.075  0.380  2.362
O  3.863  0.450  1.052
C  -0.466  1.252  1.687
H  1.973  0.911  -0.824
H  -0.535  2.225  2.374
C  2.450  0.036  1.226
S  -2.213  -1.121  -1.716
C  1.341  0.493  0.098
H  -5.361  0.192  -1.875
B  4.599  -0.668  1.713
H  -1.580  1.002  1.389
O  -1.956  -2.000  -2.835
H  -3.435  1.998  -2.429
O  -3.817  -1.123  -1.425
N  0.430  1.622  0.526
H  4.243  -0.735  2.856
H  -4.268  0.675  -0.548

Calculated values
- Net charge: -1
- E_tot: -31749.92706 eV
- Kohn-Sham gap: 5.270 eV
- ΔE to the lowest compared entry with this formula, charge and spin: 54.9 kcal per mole
- Strongest force on any atom: 2.64 eV/Å

Entry 2:
Formula: C6H15BO2
Source: the OMol25 dataset
Level of theory: ωB97M-V/def2-TZVPD

Geometry (Å):
C  -1.548  -1.686  -1.390
H  2.473  1.333  1.280
H  -2.165  -1.554  -2.354
H  0.648  1.782  1.148
O  -1.486  1.010  1.116
C  2.558  -0.817  -0.386
C  1.474  1.381  0.561
O  -1.940  -0.653  -0.466
H  1.871  2.115  -0.216
C  0.298  -0.822  0.858
H  -1.784  2.660  -0.049
C  -2.396  1.914  0.553
H  3.493  -0.287  -0.371
H  -3.024  1.339  -0.214
H  0.676  0.133  -0.971
H  2.599  -1.621  0.369
C  1.276  -0.038  -0.070
H  -1.721  -2.633  -0.847
H  -0.438  -1.571  -1.581
H  2.424  -1.419  -1.344
H  0.430  -1.798  0.550
B  -1.153  -0.145  0.523
H  -3.154  2.155  1.296
H  0.590  -0.777  2.005

Calculated values
- E_tot: -11237.34537 eV
- Kohn-Sham gap: 10.800 eV
- ΔE to the lowest compared entry with this formula, charge and spin: 31.0 kcal per mole
- SMILES: COB(CC(C)C)OC
- Strongest force on any atom: 4.39 eV/Å

Entry 3:
Formula: C6H15BrFN2O3PTa
Source: the OMol25 dataset
Level of theory: ωB97M-V/def2-TZVPD

Geometry (Å):
C  -0.941  -1.755  0.763
H  -1.294  -3.660  -0.166
P  -2.555  1.219  0.337
H  2.670  -0.606  -1.256
O  1.805  1.258  -1.243
H  -1.990  -1.500  0.626
C  -0.794  -3.276  0.726
H  4.123  0.155  0.887
H  2.809  1.303  1.102
C  3.066  0.336  0.672
H  0.416  1.471  1.166
H  2.467  -0.426  1.171
H  -0.560  -1.425  -1.253
Ta  -0.107  1.194  -0.555
C  2.846  0.392  -0.837
N  -2.535  2.171  1.795
H  0.262  -3.549  0.692
H  -2.435  1.538  2.581
H  -1.754  2.822  1.809
H  0.897  -1.479  -0.251
O  -3.380  2.271  -0.672
C  -0.113  -1.058  -0.316
N  -0.823  1.070  -2.607
H  3.787  0.743  -1.280
O  0.130  -0.603  -4.004
H  -3.854  2.895  -0.107
H  -1.234  -3.742  1.608
C  -0.240  0.284  -3.312
F  -0.222  3.146  -0.652
Br  -0.446  -1.188  2.578

Calculated values
- Net charge: -1
- E_tot: -99191.89285 eV
- Kohn-Sham gap: 6.571 eV
- Strongest force on any atom: 3.77 eV/Å

Entry 4:
Formula: C6H15BrSi
Source: the OMol25 dataset
Level of theory: ωB97M-V/def2-TZVPD

Geometry (Å):
H  0.840  1.700  1.399
C  0.684  2.019  0.438
H  1.639  2.292  -1.298
H  0.576  -3.744  -0.317
H  -0.602  3.139  -0.816
C  -1.313  -2.453  0.917
C  1.944  1.943  -0.375
C  0.359  -2.732  -0.767
H  2.468  0.917  -0.239
Si  -0.817  -0.098  -0.577
H  -1.191  -0.569  -1.869
C  -0.230  -1.688  0.239
H  0.669  -1.284  0.952
H  -0.419  -2.822  -1.484
H  1.386  -2.316  -1.223
H  -0.941  -2.967  1.721
H  0.351  4.073  0.272
H  -1.101  3.080  0.984
H  2.793  2.743  0.070
H  -1.981  -1.856  1.513
C  -0.244  3.154  0.173
Br  -2.940  0.521  -0.009
H  -1.930  -3.051  0.293

Calculated values
- E_tot: -84382.63411 eV
- Kohn-Sham gap: 7.818 eV
- ΔE to the lowest compared entry with this formula, charge and spin: 106.2 kcal per mole
- Strongest force on any atom: 4.58 eV/Å

Entry 5:
Formula: C6H15CdCl3NO2
Source: the OMol25 dataset
Level of theory: ωB97M-V/def2-TZVPD

Geometry (Å):
H  10.854  -26.858  5.313
H  9.603  -27.925  4.631
N  9.124  -25.927  4.715
H  9.034  -25.849  5.718
H  8.652  -26.262  2.049
H  6.990  -25.815  2.276
C  10.120  -26.973  4.515
O  11.160  -25.511  2.983
C  7.268  -23.384  2.274
H  11.939  -27.217  3.697
C  10.974  -26.924  3.284
Cd  9.928  -23.990  4.089
C  8.003  -25.589  2.610
C  11.977  -25.383  1.921
Cl  11.860  -24.195  5.826
H  7.506  -22.321  2.300
Cl  8.196  -22.753  5.547
Cl  10.820  -21.935  2.876
O  8.444  -24.245  2.424
H  6.653  -23.630  1.408
C  7.810  -26.028  4.008
H  11.902  -24.350  1.581
H  7.024  -25.439  4.481
H  11.748  -25.999  1.051
H  7.415  -27.036  3.884
H  6.532  -23.475  3.073
H  10.709  -27.477  2.382
H  13.001  -25.561  2.250

Calculated values
- Net charge: -1
- E_tot: -54185.32426 eV
- Kohn-Sham gap: 7.543 eV
- ΔE to the lowest compared entry with this formula, charge and spin: 0.0 kcal per mole
- Strongest force on any atom: 4.12 eV/Å

Entry 6:
Formula: C6H15Cl3HgNO2
Source: the OMol25 dataset
Level of theory: ωB97M-V/def2-TZVPD

Geometry (Å):
H  5.096  -11.170  -25.956
C  6.097  -10.811  -26.196
Cl  5.626  -5.194  -21.354
C  8.267  -9.540  -21.280
O  8.371  -8.693  -22.431
H  6.544  -11.719  -26.602
H  5.185  -11.857  -23.495
Cl  2.769  -7.791  -24.879
Cl  7.825  -6.002  -26.459
H  6.440  -9.011  -20.593
H  6.621  -10.763  -20.418
H  4.861  -10.302  -21.903
H  9.846  -7.493  -23.227
H  6.177  -9.957  -26.869
H  8.906  -10.417  -21.384
H  8.054  -10.976  -23.663
H  6.447  -12.294  -22.373
C  9.605  -7.992  -22.288
C  6.078  -11.480  -22.996
C  7.112  -11.314  -24.096
Hg  6.265  -7.792  -23.754
H  10.422  -8.706  -22.181
C  6.752  -9.923  -21.101
H  7.198  -12.298  -24.556
N  5.801  -10.186  -22.255
H  8.480  -9.085  -20.313
H  9.711  -7.278  -21.471
O  6.740  -10.356  -25.045

Calculated values
- Net charge: -1
- E_tot: -53790.58872 eV
- Kohn-Sham gap: 4.815 eV
- ΔE to the lowest compared entry with this formula, charge and spin: 0.0 kcal per mole
- Strongest force on any atom: 2.91 eV/Å

Entry 7:
Formula: C6H15Cl4HgNO2
Source: the OMol25 dataset
Level of theory: ωB97M-V/def2-TZVPD

Geometry (Å):
Cl  -2.142  -0.912  -2.550
C  0.150  -0.384  1.678
Cl  -2.353  2.831  -2.982
O  0.575  1.487  -1.919
H  -1.815  -2.469  3.096
H  0.879  0.298  2.115
H  0.381  -1.886  3.214
N  0.154  -0.262  0.213
H  0.889  -0.419  -2.288
Hg  -1.525  1.200  -0.960
C  1.184  2.702  -2.329
H  0.421  3.460  -2.468
C  1.505  0.027  -0.292
C  -1.761  -2.612  2.012
H  1.708  2.514  -3.275
H  -2.244  -3.534  1.692
H  1.919  0.842  0.300
H  1.494  -2.119  1.888
H  1.913  3.046  -1.585
Cl  -3.461  0.556  0.708
C  0.471  -1.816  2.121
Cl  -0.662  3.282  0.700
H  -2.257  -1.761  1.535
O  -0.422  -2.749  1.523
H  -0.195  -1.175  -0.083
H  2.440  0.503  -2.218
H  -0.828  -0.142  2.091
C  1.456  0.369  -1.770
H  2.126  -0.877  -0.166

Calculated values
- Net charge: -2
- E_tot: -66318.17244 eV
- Kohn-Sham gap: 6.641 eV
- ΔE to the lowest compared entry with this formula, charge and spin: 0.0 kcal per mole
- Strongest force on any atom: 2.00 eV/Å

Entry 8:
Formula: C6H15Cl4IOP
Source: the OMol25 dataset
Level of theory: ωB97M-V/def2-TZVPD

Geometry (Å):
O  -2.119  -0.867  -2.792
H  0.177  -2.940  -2.020
H  -2.543  -3.930  -3.267
Cl  -0.572  3.500  3.438
H  0.459  -2.584  -4.040
Cl  0.777  -1.570  0.290
C  -0.193  0.915  0.865
H  1.977  4.042  2.191
C  -1.813  -3.126  -3.506
H  -0.127  -4.583  -4.441
C  0.369  -0.333  1.500
C  1.985  4.432  3.208
H  -0.416  -4.852  -2.404
H  -0.553  1.593  1.637
Cl  1.038  1.813  -0.066
H  -0.375  -0.774  2.165
H  -1.021  0.685  0.196
H  2.640  5.303  3.235
P  0.019  -3.737  -3.245
I  -2.507  -2.674  -0.463
C  0.599  4.822  3.664
H  0.241  5.666  3.075
H  0.587  5.109  4.714
C  -2.102  -1.998  -2.530
H  -1.936  -2.830  -4.564
H  1.264  -0.118  2.083
H  1.428  -4.164  -3.190
Cl  2.718  3.201  4.266

Calculated values
- Net charge: -1
- E_tot: -75989.97988 eV
- Kohn-Sham gap: 5.669 eV
- ΔE to the lowest compared entry with this formula, charge and spin: 10.6 kcal per mole
- Strongest force on any atom: 3.32 eV/Å